Formula: C3H7NO2
Source: OMol25
Level of theory: wB97M-V/def2-TZVPD

- energy above the lowest of the compared OMol25 structures with the same formula, charge and spin (eV) = 8.104
- HOMO (eV) = -9.339
- LUMO energy (eV) = -0.258

Geometry (Å):
C 0.37097 -0.02238 -1.11225
C -0.31955 0.37573 0.00084
C -1.42528 -0.40250 0.52535
N 2.34604 -1.07080 -0.49038
O 3.61271 0.67119 0.16918
O 2.70392 -0.62033 0.48907
H 1.03712 0.75866 -1.51102
H 0.34686 -0.96335 -1.49235
H -1.37262 -1.45513 0.19892
H -2.32850 0.22429 0.36927
H -1.40518 -0.32139 1.53166
H -0.29478 1.34754 0.58578
H 4.06738 0.88552 1.04559